Record 1
ORCA calculation (ωB97M-V/def2-TZVPD) on a molecular structure, C4H7NO.

Geometry as XYZ:
```
13
Properties=species:S:1:pos:R:3
C 0.8797 -0.9241 -1.1757
N 0.6215 -2.0013 -0.3703
C -0.3757 -0.8680 -0.2761
C -0.2656 0.2526 0.5092
C -0.8071 1.2668 1.3734
O 0.6064 0.8753 1.3265
H 1.7231 -0.2829 -0.8564
H 0.1474 0.5726 -1.9990
H 1.2664 -2.1811 0.4002
H -1.3432 -1.0639 -0.7222
H -0.1188 1.1357 -1.5346
H -1.0217 2.2837 1.0477
H -1.3124 0.9347 2.2773
```

2S+1: 1
Orbital gap (spin up / spin down) in eV: 7.92 / 7.74
Charge: 0
Max |F| in eV/A: 0.9
Energy relative to the best compared isomer or geometry (same formula, charge and spin) in eV: 8.285
Highest occupied orbital energy (spin up / spin down) in eV: -7.6 / -7.4

Record 2
ORCA calculation (ωB97M-V/def2-TZVPD) on a molecular structure, C36H46BrI2N8O4P2S.

Geometry as XYZ:
```
100
Properties=species:S:1:pos:R:3
C 4.1835 3.8177 2.2088
C 2.7000 4.0338 2.7075
I 2.1959 6.0858 3.2905
C 1.7296 3.0072 2.8062
I -0.2080 3.5629 3.5899
C 2.1923 1.5577 2.3560
N 2.6489 1.3182 0.9627
C 2.9258 -0.1240 0.8866
N 3.6352 -0.7133 -0.0570
C 3.8031 -2.2132 -0.0509
C 4.2836 0.0083 -1.1874
C 3.5585 -0.2465 -2.5803
C 2.1097 0.4354 -2.6448
C 4.3816 0.2636 -3.8471
N 2.2497 -0.7662 2.0210
P 3.3051 -1.4144 3.3053
O 3.2781 -3.1314 3.3078
O 4.9233 -0.9219 2.9441
C 1.2757 0.2802 2.5946
Br 1.1103 0.1091 4.5717
P -0.2578 -0.0306 1.5320
O -1.5227 -0.6951 2.4707
O 0.0331 -1.2128 0.3271
S -0.9605 1.5216 0.6187
H 4.6663 2.9981 2.8292
H 4.8042 4.7567 2.3759
H 4.2537 3.6123 1.0856
H 3.1687 1.4325 2.9493
H 3.5110 1.7883 0.6683
H 3.9458 -2.6355 0.9835
H 2.8357 -2.6113 -0.5099
H 4.6524 -2.4945 -0.7509
H 5.3394 -0.4256 -1.2679
H 4.4221 1.1170 -1.0179
H 3.4582 -1.3810 -2.6942
H 1.7639 0.3953 -3.7202
H 1.4056 -0.2178 -2.0370
H 2.1259 1.5122 -2.3051
H 4.5911 1.3769 -3.7982
H 5.3229 -0.3527 -3.9932
H 3.7336 0.0906 -4.7639
H 4.1927 -3.4785 3.3842
H 5.4836 -1.7173 2.7936
H -1.4319 -0.4174 3.4128
H 0.0633 -0.6784 -0.5013
N -3.8266 1.2648 -3.6366
C -3.2885 1.0356 -2.4305
C -3.4038 -0.1661 -1.7499
C -4.1208 -1.1920 -2.3472
C -4.6893 -0.9803 -3.5943
C -4.5128 0.2570 -4.1935
H -2.7405 1.8690 -2.0033
H -2.9451 -0.2957 -0.7776
H -4.2349 -2.1468 -1.8462
H -5.2556 -1.7582 -4.0900
H -4.9347 0.4703 -5.1704
N -2.2408 -1.6801 -8.0204
C -2.5828 -2.2676 -9.1759
C -3.8212 -2.8422 -9.4124
C -4.7628 -2.8128 -8.3952
C -4.4340 -2.2126 -7.1889
C -3.1692 -1.6632 -7.0534
H -1.8122 -2.2684 -9.9394
H -4.0432 -3.3010 -10.3674
H -5.7429 -3.2527 -8.5409
H -5.1439 -2.1717 -6.3729
H -2.8662 -1.1794 -6.1306
N -3.0848 0.2780 5.1311
C -4.1115 0.3091 4.2656
C -5.3983 -0.0958 4.5792
C -5.6448 -0.5644 5.8603
C -4.6032 -0.6088 6.7745
C -3.3527 -0.1784 6.3645
H -3.8696 0.6810 3.2753
H -6.1874 -0.0457 3.8402
H -6.6386 -0.8915 6.1438
H -4.7591 -0.9691 7.7831
H -2.5080 -0.1914 7.0453
N -1.8953 8.0122 5.9697
C -1.8143 6.7279 5.5958
C -2.8860 5.8495 5.6160
C -4.1144 6.3230 6.0518
C -4.2247 7.6475 6.4462
C -3.0935 8.4458 6.3850
H -0.8320 6.4037 5.2658
H -2.7632 4.8208 5.2993
H -4.9767 5.6666 6.0835
H -5.1673 8.0516 6.7925
H -3.1304 9.4893 6.6794
N 4.4484 -4.8099 -3.7993
C 3.1869 -5.2641 -3.7692
C 2.7304 -6.2144 -2.8695
C 3.6291 -6.7302 -1.9477
C 4.9409 -6.2786 -1.9583
C 5.2972 -5.3232 -2.8969
H 2.5229 -4.8336 -4.5113
H 1.6992 -6.5427 -2.8899
H 3.3108 -7.4762 -1.2283
H 5.6696 -6.6592 -1.2540
H 6.3102 -4.9361 -2.9431
```

2S+1: 1
Orbital gap in eV: 7.69
Charge: +1
Max |F| in eV/A: 4.2
Energy relative to the best compared isomer or geometry (same formula, charge and spin) in eV: 2.692
Highest occupied orbital energy in eV: -10.8

Record 3
ORCA calculation (ωB97M-V/def2-TZVPD) on a molecular structure, C25H50IrN2O2P2.

Geometry as XYZ:
```
82
Properties=species:S:1:pos:R:3
Ir 2.7108 0.6589 -0.3839
C 1.6215 0.1343 -1.8456
O 0.9496 -0.1767 -2.7976
C 2.3494 2.2500 0.5955
O 2.1624 3.2167 1.1888
P -3.5268 0.6485 -1.5631
C -4.1858 1.4314 -0.0608
H -5.0973 1.9553 -0.3997
C -2.7173 1.8604 -2.6318
H -1.8864 2.2213 -2.0046
C -4.8438 -0.2764 -2.4024
H -5.4412 -0.6759 -1.5653
C 3.2263 -2.6676 0.6403
P 3.2464 -0.8900 1.1828
H 3.8200 -1.3399 3.4535
H 2.1939 -2.9615 0.8827
C 5.0542 -0.4244 1.0178
H 5.6180 -1.3193 1.3010
C -2.0872 1.2034 -3.8708
H -2.8340 0.8078 -4.5734
H -1.3993 0.4003 -3.5864
H -1.4969 1.9595 -4.4002
C -3.6003 3.0684 -2.9707
H -2.9759 3.8204 -3.4694
H -4.0291 3.5361 -2.0760
H -4.4206 2.8121 -3.6548
C -5.7767 0.5698 -3.2782
H -6.2081 1.4279 -2.7453
H -6.6125 -0.0680 -3.5995
H -5.2776 0.9262 -4.1914
C -4.2933 -1.4615 -3.2034
H -5.1387 -2.0787 -3.5306
H -3.6257 -2.0891 -2.5973
H -3.7500 -1.1338 -4.1015
C -4.5981 0.3777 0.9864
H -5.3294 -0.3331 0.5831
H -5.0693 0.8962 1.8332
H -3.7129 -0.1657 1.3629
C -3.2067 2.4438 0.5188
H -2.2317 1.9796 0.7533
H -3.6137 2.8484 1.4585
H -3.0366 3.2931 -0.1580
C 4.2038 -3.5625 1.4170
H 4.0903 -3.4880 2.5047
H 5.2464 -3.3374 1.1560
H 4.0164 -4.6069 1.1339
C 3.4182 -2.8264 -0.8665
H 4.4703 -2.7183 -1.1620
C 2.5536 0.3884 3.5933
H 2.8068 -2.1101 -1.4295
H 3.0984 -3.8401 -1.1457
C 1.7674 -1.9674 3.3308
H 1.6176 0.7661 3.1454
H 2.3963 0.2681 4.6805
H 3.3557 1.1287 3.4545
C 2.8839 -0.9838 3.0002
H 1.5942 -1.9622 4.4167
H 1.9796 -2.9980 3.0190
H 0.8358 -1.6346 2.8395
C 5.4454 0.7247 1.9588
H 4.8146 1.6111 1.7977
H 6.4788 1.0143 1.7317
H 5.4033 0.4365 3.0164
C 5.3344 -0.0666 -0.4513
H 5.5380 -0.9518 -1.0562
H 6.2093 0.5882 -0.4735
H 4.4933 0.5117 -0.9320
H -0.2943 -0.7385 1.3561
H -2.4979 -0.2335 -1.1661
N -1.7398 -0.4554 2.4181
C -1.5422 0.6267 3.2050
C -2.5011 0.8781 4.1930
C -2.4586 2.1009 4.8449
C -1.4317 3.0007 4.5099
C -0.4985 2.6295 3.5526
N -0.5220 1.4545 2.9026
H -0.8982 -0.5937 1.7307
H -2.0945 -1.3094 2.7658
H -3.2581 0.1092 4.3601
H -3.2055 2.3492 5.5998
H -1.3417 3.9778 4.9884
H 0.3191 3.3123 3.2764
```

2S+1: 6
Orbital gap (spin up / spin down) in eV: 7.95 / 4.78
Charge: +4
Max |F| in eV/A: 9.9
Energy relative to the best compared isomer or geometry (same formula, charge and spin) in eV: 0.000
Highest occupied orbital energy (spin up / spin down) in eV: -20.5 / -20.5

Record 4
ORCA calculation (ωB97M-V/def2-TZVPD) on C9H9ClO in the gas phase.

Geometry as XYZ:
```
20
Properties=species:S:1:pos:R:3
C -3.8573 -1.2637 0.3243
C -2.3628 -1.1579 0.0475
C -1.8924 0.2959 -0.1969
O -2.7181 1.1684 -0.4208
C -0.4665 0.5899 -0.0349
C 0.0010 1.9404 0.0606
C 1.3467 2.1475 0.2410
C 2.2901 1.0892 0.1556
C 1.8007 -0.1917 -0.0463
Cl 2.9324 -1.5055 -0.0753
C 0.4574 -0.4904 -0.0648
H -4.5075 -0.7714 -0.4326
H -4.0607 -2.3585 0.3302
H -4.1150 -0.8678 1.3035
H -2.0769 -1.7355 -0.8202
H -1.7779 -1.5511 0.8900
H -0.6457 2.7987 -0.0596
H 1.7325 3.1761 0.4054
H 3.3661 1.2842 0.2814
H 0.0779 -1.4845 -0.1678
```

2S+1: 1
Orbital gap in eV: 9.37
Charge: 0
Max |F| in eV/A: 2.3
SMILES string: CCC(=O)c1cccc(Cl)c1
Energy relative to the best compared isomer or geometry (same formula, charge and spin) in eV: 0.000
Highest occupied orbital energy in eV: -9.5

Record 5
ORCA calculation (ωB97M-V/def2-TZVPD) on a gas-phase ion, C5H11ClN3O (charge +1).

Geometry as XYZ:
```
21
Properties=species:S:1:pos:R:3
C 1.1833 -1.8087 -0.1992
C 2.5752 0.1467 -0.3287
C -2.0970 0.0655 1.3163
C -1.9001 1.1348 -0.9243
C -1.1712 0.8878 0.4055
N 0.1307 -1.1036 0.2478
N 0.0638 0.1285 0.1425
N 2.2842 -1.1122 -0.6940
O 3.4196 0.8247 -1.0923
Cl 2.4087 0.6148 1.2734
H 0.9279 -2.7694 -0.5084
H -2.6411 -0.6910 0.8388
H -1.5082 -0.3261 2.1349
H -2.8000 0.6729 1.7624
H -1.5141 0.4474 -1.7344
H -1.9357 2.1836 -1.2902
H -2.9221 0.7967 -0.7344
H -0.6935 1.7802 0.7304
H -0.6217 -1.4615 0.8643
H 2.5990 -1.5062 -1.6065
H 4.2121 1.0951 -0.6038
```

2S+1: 1
Orbital gap (spin up / spin down) in eV: 7.60 / 7.60
Charge: +1
Max |F| in eV/A: 2.8
Energy relative to the best compared isomer or geometry (same formula, charge and spin) in eV: 3.001
Highest occupied orbital energy (spin up / spin down) in eV: -12.0 / -12.0

Record 6
ORCA calculation (ωB97M-V/def2-TZVPD) on C14H15F9O6 in the gas phase.

Geometry as XYZ:
```
44
Properties=species:S:1:pos:R:3
C -4.4490 2.7376 0.3762
C -4.3836 1.5238 -0.1435
C -4.0587 0.0059 -0.5628
C -3.2270 -0.1038 -1.9795
O -2.0518 -0.9083 -1.6976
C -0.8143 -0.2476 -2.0695
C 0.2395 -0.5354 -0.8377
O 1.1594 0.6099 -0.8770
C 1.5588 1.0087 0.4597
C 2.9564 1.8513 0.2713
O 3.7159 1.9693 1.5153
O 4.7441 1.0801 1.3886
C 0.5366 2.0018 1.2208
C -0.0408 3.1915 0.2862
O 0.4591 4.3750 0.3218
O -1.1540 2.8702 -0.5609
C 0.9891 -1.9118 -1.2190
F 0.0972 -2.9220 -1.7894
F 1.8481 -1.5571 -2.3585
C 1.9679 -2.5382 -0.1335
F 3.1238 -1.6435 -0.0340
F 2.5228 -3.7587 -0.7208
C 1.4861 -2.8795 1.3276
F 1.8526 -4.2654 1.6108
F 2.3055 -2.1060 2.2627
C -0.0237 -2.7001 1.7883
F -0.2370 -3.6565 2.8721
F -0.1748 -1.4091 2.4514
F -1.0489 -2.9824 0.8475
H -4.5261 3.7177 0.9882
H -3.3985 -0.4935 0.2606
H -5.0162 -0.6589 -0.6095
H -3.9278 -0.7231 -2.6779
H -3.0200 0.9198 -2.4562
H -0.8839 0.8921 -2.1973
H -0.3976 -0.6590 -3.0802
H -0.4133 -0.5683 0.1039
H 1.7884 0.1307 1.1784
H 2.7952 2.8684 -0.2512
H 3.6072 1.2230 -0.4677
H 4.3020 0.1927 1.4724
H 1.1349 2.5323 2.0692
H -0.2918 1.3741 1.7396
H -1.6518 2.1521 -0.0886
```

2S+1: 1
Orbital gap in eV: 9.43
Charge: 0
Max |F| in eV/A: 6.7
SMILES string: C#CCCOC[C@H](O[C@@H](COO)CC(=O)O)C(F)(F)C(F)(F)C(F)(F)C(F)(F)F
Highest occupied orbital energy in eV: -10.1

Record 7
ORCA calculation (ωB97M-V/def2-TZVPD) on 3 unconnected molecules or ions with the total composition C12H33N3O7S.

Geometry as XYZ:
```
56
Properties=species:S:1:pos:R:3
N -0.1237 1.3667 4.7816
O 0.9748 1.6876 5.6314
S 0.5781 3.1192 6.3362
O 1.7162 3.3938 7.1124
O -0.5166 2.5249 7.3781
H -0.3088 0.3772 4.8872
H 0.1763 1.5455 3.8292
H -1.3811 2.8452 7.0477
C 2.2845 -0.3495 -2.6325
O 3.3283 -0.4774 -1.6836
C 4.2923 0.5652 -1.6984
C 4.1584 1.4487 -0.4779
N 2.9370 2.2412 -0.5301
C 2.5742 2.9100 0.7155
C 2.3192 2.0614 1.9542
O 1.1387 1.2722 1.8964
C 1.2547 0.0525 1.1835
H 1.7508 -1.2914 -2.6549
H 1.5749 0.4384 -2.3584
H 2.6753 -0.1441 -3.6327
H 4.2232 1.1528 -2.6184
H 5.2776 0.0916 -1.6756
H 5.0167 2.1258 -0.4308
H 4.2024 0.7921 0.4016
H 2.1681 1.6485 -0.8118
H 1.6643 3.4818 0.5185
H 3.3569 3.6368 0.9537
H 2.1660 2.7512 2.7883
H 3.1775 1.4380 2.2277
H 2.2468 -0.3893 1.2947
H 1.0297 0.1840 0.1218
H 0.5152 -0.6374 1.5923
C -5.1937 -0.3550 -1.1425
O -4.1518 -0.7928 -0.2938
C -4.1189 -2.1940 -0.0591
C -2.9405 -2.8482 -0.7452
N -3.0957 -2.8546 -2.1928
C -1.8973 -3.2247 -2.9410
C -0.6387 -2.3824 -2.7740
O -0.7138 -1.0820 -3.3275
C -1.3668 -0.1195 -2.5207
H -5.2374 0.7300 -1.0689
H -5.0158 -0.6207 -2.1908
H -6.1582 -0.7663 -0.8325
H -5.0594 -2.6632 -0.3614
H -4.0063 -2.3334 1.0196
H -2.8603 -3.8817 -0.3947
H -2.0377 -2.3135 -0.4185
H -3.3983 -1.9395 -2.4987
H -2.1630 -3.2099 -4.0002
H -1.6497 -4.2617 -2.6929
H 0.1561 -2.8881 -3.3290
H -0.3029 -2.3331 -1.7298
H -1.1815 -0.2878 -1.4559
H -2.4444 -0.1006 -2.7027
H -0.9716 0.8595 -2.7941
```

2S+1: 1
Orbital gap in eV: 9.43
Charge: 0
Max |F| in eV/A: 2.5
Highest occupied orbital energy in eV: -8.9

Record 8
ORCA calculation (ωB97M-V/def2-TZVPD) on 9 unconnected molecules or ions with the total composition C29H82N8O11.

Geometry as XYZ:
```
130
Properties=species:S:1:pos:R:3
C 3.2951 4.5637 4.4183
O 3.9756 3.5062 3.8460
C 4.0559 3.6634 2.4072
C 2.8381 3.0834 1.7028
C 2.6855 1.5757 2.1011
N 3.0052 3.3270 0.2880
H 3.5272 4.5652 5.4727
H 2.2646 4.5308 4.3576
H 3.6359 5.5602 4.0264
H 4.1868 4.7318 2.0488
H 4.9276 3.0448 2.0879
H 1.9146 3.5270 2.0780
H 3.5851 1.0319 1.7363
H 1.8551 1.0723 1.5741
H 2.6033 1.4253 3.1698
H 2.3273 3.8971 -0.0954
H 3.0254 2.4913 -0.2633
C 4.6612 -1.6852 -0.3996
O 4.2227 -2.5377 0.6523
C 2.9114 -2.2654 1.2359
C 2.7524 -3.1487 2.5319
C 3.8068 -2.7661 3.5100
N 2.7568 -4.5846 2.2496
H 5.4103 -2.2821 -0.9027
H 5.1138 -0.7068 -0.0169
H 3.8608 -1.3152 -0.9374
H 2.7334 -1.2392 1.4877
H 2.2058 -2.6429 0.4794
H 1.8118 -2.8067 2.9530
H 4.6692 -3.1236 2.8953
H 3.6022 -3.2951 4.4386
H 3.9705 -1.6732 3.7189
H 3.5841 -4.9921 1.8000
H 1.9206 -4.7102 1.8057
C -2.4342 4.4219 0.8343
O -1.1879 3.8048 1.0492
C -1.2274 2.7602 2.0449
C -1.5517 3.2763 3.4127
C -0.4539 2.8295 4.3725
N -2.8221 2.8079 3.9373
H -3.1944 4.4248 1.6673
H -3.0321 3.8420 0.0225
H -2.2307 5.4456 0.5709
H -1.9587 1.9901 1.6575
H -0.1756 2.2867 2.0462
H -1.6514 4.3582 3.4331
H -0.6178 3.1465 5.4257
H 0.4724 3.2847 3.9791
H -0.4030 1.7100 4.3183
H -2.7801 1.8004 3.9731
H -3.5313 3.0596 3.2286
C -0.6378 -5.8113 -2.2561
O -1.4665 -5.3248 -1.2203
C -0.8941 -5.3985 0.0358
C -2.0608 -5.2394 1.0433
C -1.5266 -5.4249 2.4480
N -3.2389 -6.0374 0.7785
H -1.1460 -5.6931 -3.2327
H -0.4002 -6.8824 -2.0613
H 0.3103 -5.2801 -2.2179
H -0.4876 -6.4245 0.2579
H -0.1838 -4.5818 0.1624
H -2.3356 -4.1205 0.7585
H -0.5255 -4.9331 2.6468
H -1.3850 -6.5076 2.6807
H -2.2567 -5.0442 3.1871
H -3.4517 -5.9017 -0.2318
H -3.2970 -7.0082 1.0029
C 1.3460 1.7842 -7.8616
O 0.9659 1.6030 -6.4584
C 0.3264 0.3979 -6.1186
C -1.0839 0.2764 -6.6979
C -2.0391 1.3818 -6.2700
N -1.7101 -1.0358 -6.2597
H 1.3255 2.8413 -8.1423
H 0.6854 1.3324 -8.6255
H 2.4009 1.4732 -7.9247
H 0.8487 -0.4632 -6.5592
H 0.1597 0.3199 -5.0176
H -0.9484 0.2326 -7.7606
H -2.6965 1.5530 -7.1030
H -1.4696 2.2810 -6.0573
H -2.4853 0.9974 -5.3191
H -1.3214 -1.8808 -6.7222
H -1.3974 -1.1190 -5.2578
C 2.5611 3.8591 -3.6696
O 1.9133 3.2458 -2.5817
C 0.5386 3.4099 -2.6811
C -0.1329 2.0495 -2.3129
C -1.6477 2.1493 -2.3520
N 0.4120 1.5063 -1.0541
H 2.3764 4.9531 -3.7169
H 2.2128 3.4071 -4.6257
H 3.5926 3.6396 -3.5208
H 0.1799 4.2697 -2.0627
H 0.2130 3.6301 -3.7287
H 0.1467 1.3719 -3.2033
H -2.0377 2.7650 -3.1936
H -1.9340 2.7352 -1.4010
H -2.1570 1.1334 -2.4422
H -0.1064 1.9737 -0.2986
H 1.3792 1.7101 -0.8719
N 0.1568 -0.6655 3.3270
C -0.6836 -1.5334 3.8891
N -0.3904 -2.1896 5.0227
O -1.7472 -1.7329 3.4050
H 1.1088 -0.6645 3.5438
H -0.0727 -0.3306 2.3583
H 0.5391 -2.3658 5.3516
H -1.1502 -2.9114 5.0314
O -0.8005 -1.5483 -2.2997
C -1.4343 -2.1894 -1.1354
C -1.5573 -1.2199 -0.0531
O -0.2574 -0.7873 0.5104
H -0.0398 -1.0330 -2.0042
H -2.3715 -2.5823 -1.4658
H -0.9509 -3.1076 -0.8601
H -2.1101 -1.6929 0.8184
H -2.2203 -0.4083 -0.4080
H 0.1105 -0.1255 -0.0688
O -4.0513 -0.3684 2.8084
C -5.0085 -0.8519 1.8625
C -4.8970 0.1092 0.6047
O -4.5233 1.4647 1.0008
H -3.1855 -0.8150 2.8165
H -4.8307 -1.8975 1.5740
H -6.0161 -0.7511 2.2763
H -5.7385 0.0320 -0.0031
H -4.1966 -0.3421 -0.0661
H -4.0372 1.2661 1.8230
```

2S+1: 1
Orbital gap in eV: 9.52
Charge: 0
Max |F| in eV/A: 4.8
SMILES string: COC[C@H](C)N.COC[C@H](C)N.COC[C@H](C)N.COC[C@H](C)N.COC[C@H](C)N.COC[C@H](C)N.NC(N)=O.OCCO.OCCO
Energy relative to the best compared isomer or geometry (same formula, charge and spin) in eV: 0.000
Highest occupied orbital energy in eV: -9.0